No. 1
Formula: C20H19ClN4O2
Source: the OMol25 dataset
Level of theory: ωB97M-V/def2-TZVPD

```
! RIJCOSX wB97M-V def2-TZVPD def2/J DEFGRID3
* xyz 0 1
C -1.11 -2.62 2.22
N -0.27 -2.95 0.93
C 1.17 -2.70 1.04
C 1.58 -1.46 0.56
N 1.23 -1.45 -0.97
C 1.61 -0.35 -1.53
O 1.23 -0.21 -2.57
C 2.70 0.61 -1.06
C 4.01 0.34 -1.28
C 5.09 1.08 -0.66
C 4.66 2.43 0.14
C 3.28 2.62 0.26
C 2.41 1.52 -0.28
C 1.02 2.11 0.11
N -0.05 1.34 -0.47
C -1.16 2.04 0.28
N -0.67 2.95 0.91
O 0.61 3.04 0.89
C -2.37 1.80 -0.14
C -2.79 0.83 -0.98
C -4.12 0.39 -1.42
C -5.20 1.02 -0.38
C -4.81 1.95 0.52
C -3.56 2.27 0.87
H -3.26 3.10 1.23
H -5.53 2.27 1.05
Cl -6.71 0.25 -0.82
H -4.27 -0.15 -2.14
H -2.04 0.36 -1.59
H 3.14 3.34 1.02
H 5.50 2.97 0.48
H 6.06 0.88 -0.98
H 4.35 -0.49 -1.77
C 0.08 -2.22 -1.33
C -0.99 -2.29 -0.22
H -1.78 -2.56 -0.56
H -1.26 -1.20 -0.11
H -0.30 -1.57 -1.92
H 0.45 -3.03 -1.59
H 0.93 -0.50 1.27
H 2.69 -1.44 0.89
H 1.36 -3.50 0.71
H 1.20 -2.98 2.14
H -2.27 -2.99 1.99
H -0.92 -3.18 2.88
H -0.93 -1.63 2.41
*
```

Orbital gap ... 0.285 hartree
LUMO energy ... -0.7 eV
HOMO level ... -8.433 eV
Energy above the lowest of the compared OMol25 structures with the same formula, charge and spin ... 474.5 kcal/mol

***

No. 2
Formula: C20H19F3N2O5S
Source: the OMol25 dataset
Level of theory: ωB97M-V/def2-TZVPD

```
! RIJCOSX wB97M-V def2-TZVPD def2/J DEFGRID3
* xyz 0 1
O 2.08 0.37 -0.96
C 2.04 -0.54 -0.17
N 3.14 -1.15 0.38
C 4.49 -0.89 0.15
C 5.43 -1.72 0.75
C 6.78 -1.51 0.57
C 7.21 -0.46 -0.22
F 8.52 -0.25 -0.40
C 6.27 0.37 -0.83
F 6.68 1.39 -1.60
C 4.92 0.16 -0.65
C 0.75 -1.09 0.34
C 0.53 -1.31 1.70
C -0.71 -1.72 2.15
C -1.73 -1.91 1.23
F -2.94 -2.27 1.69
C -1.53 -1.71 -0.12
S -2.84 -1.91 -1.35
O -2.19 -2.06 -2.61
O -3.74 -2.93 -0.90
N -3.68 -0.49 -1.41
C -4.63 -0.18 -0.37
C -4.06 0.73 0.72
C -2.96 1.65 0.18
C -3.18 1.92 -1.31
C -3.08 0.62 -2.11
O -2.95 2.86 0.92
C -1.63 3.35 0.92
C -0.76 2.12 0.61
O -1.69 1.07 0.42
C -0.29 -1.30 -0.56
H 2.96 -1.94 0.98
H 5.10 -2.55 1.37
H 7.52 -2.15 1.03
H 4.21 0.82 -1.14
H 1.31 -1.12 2.42
H -0.91 -1.88 3.20
H -5.50 0.30 -0.85
H -4.96 -1.13 0.04
H -4.84 1.36 1.14
H -3.63 0.14 1.53
H -4.16 2.37 -1.42
H -2.43 2.63 -1.68
H -3.58 0.74 -3.08
H -2.03 0.36 -2.30
H -1.51 4.13 0.16
H -1.43 3.78 1.90
H -0.11 1.84 1.44
H -0.15 2.25 -0.29
H -0.13 -1.15 -1.62
*
```

Orbital gap ... 0.336 hartree
SMILES string ... O=C(Nc1ccc(F)c(F)c1)c1ccc(F)c(S(=O)(=O)N2CCC3(CC2)OCCO3)c1
LUMO energy ... 0.2 eV
HOMO level ... -8.911 eV

***

No. 3
Formula: C20H19F3NO7S3
Source: the OMol25 dataset
Level of theory: ωB97M-V/def2-TZVPD

```
! RIJCOSX wB97M-V def2-TZVPD def2/J DEFGRID3
* xyz -1 1
C -2.21 1.52 -3.07
C -2.82 0.18 -2.83
C -4.23 0.10 -2.61
C -4.91 -1.21 -2.58
C -6.15 -1.13 -3.46
C -7.02 -0.04 -2.85
O -6.37 1.24 -2.90
C -5.03 1.32 -2.84
O -4.56 2.47 -2.96
O -2.14 -0.87 -2.80
H -2.97 2.19 -3.51
H -1.94 1.98 -2.11
H -1.33 1.44 -3.70
H -4.24 -2.00 -2.94
H -5.24 -1.44 -1.55
H -5.85 -0.88 -4.48
H -6.70 -2.08 -3.49
H -7.96 0.09 -3.40
H -7.22 -0.27 -1.80
F 0.19 -2.46 0.10
C 0.96 -1.77 0.98
F 1.36 -2.60 1.97
F 2.06 -1.32 0.33
S -0.09 -0.42 1.69
N 1.22 0.50 2.41
S 1.96 0.14 4.02
C 3.65 -0.52 3.94
C 3.85 -1.65 4.73
C 5.12 -2.24 4.81
C 6.19 -1.67 4.13
C 6.02 -0.47 3.44
C 4.74 0.12 3.35
O 2.00 1.43 4.65
O 1.13 -0.92 4.51
S 1.62 2.03 1.74
C 1.53 1.52 0.05
C 2.72 1.38 -0.65
C 2.68 0.88 -1.95
C 1.47 0.44 -2.49
C 0.31 0.54 -1.75
C 0.29 1.28 -0.56
O 0.55 2.94 2.08
O 3.01 2.27 2.04
H 3.02 -2.08 5.28
H 5.24 -3.13 5.43
H 7.18 -2.14 4.17
H 6.88 0.04 3.00
H 4.59 1.05 2.82
H 3.65 1.64 -0.17
H 3.60 0.82 -2.51
H 1.42 0.01 -3.49
H -0.60 0.06 -2.08
H -0.64 1.66 -0.15
*
```

Orbital gap ... 0.200 hartree
LUMO energy ... 1.8 eV
HOMO level ... -3.685 eV
Energy above the lowest of the compared OMol25 structures with the same formula, charge and spin ... 0.0 kcal/mol

***

No. 4
Formula: C20H19IrN3O3
Source: the OMol25 dataset
Level of theory: ωB97M-V/def2-TZVPD

```
! RIJCOSX wB97M-V def2-TZVPD def2/J DEFGRID3
* xyz 2 2
Ir -0.26 -0.38 -1.74
C -3.09 -2.52 -2.28
O -2.26 -1.75 -1.40
C -2.50 -1.83 -0.07
C -3.62 -2.43 0.49
C -3.80 -2.44 1.86
C -2.84 -1.88 2.70
C -1.73 -1.26 2.17
C -1.52 -1.22 0.78
N -0.41 -0.65 0.24
N 0.46 -0.17 1.10
C 1.70 0.21 0.98
C 2.40 0.17 -0.32
O 1.89 -0.47 -1.29
C 3.63 0.85 -0.39
C 4.27 1.37 0.71
C 3.69 1.29 2.00
C 4.33 1.76 3.16
C 3.78 1.57 4.41
C 2.55 0.92 4.54
C 1.88 0.46 3.42
C 2.41 0.66 2.13
H -3.12 -3.56 -1.98
H -2.64 -2.44 -3.27
H -4.10 -2.10 -2.30
H -4.37 -2.87 -0.14
H -4.69 -2.88 2.28
H -2.96 -1.92 3.77
H -0.99 -0.79 2.80
H 4.07 0.95 -1.38
H 5.24 1.82 0.60
H 5.28 2.27 3.06
H 4.29 1.91 5.29
H 2.10 0.79 5.51
H 0.95 -0.08 3.51
N -0.52 1.20 -5.55
C -0.59 0.95 -4.26
O -0.39 -0.20 -3.81
C -0.89 2.05 -3.28
C -1.40 1.43 -1.97
H -0.27 0.46 -6.20
H -0.67 2.12 -5.94
H -1.62 2.76 -3.67
H 0.04 2.59 -3.11
H -2.45 1.16 -2.05
H -1.25 2.10 -1.12
*
```

Orbital gap (alpha / beta) ... 0.232 / 0.205 hartree
⟨S²⟩ ... 0.88
LUMO energy (alpha / beta) ... -7.9 / -9.2 eV
HOMO level (alpha / beta) ... -14.199 / -14.727 eV
Energy above the lowest of the compared OMol25 structures with the same formula, charge and spin ... 44.4 kcal/mol

***

No. 5
Formula: C20H19N3O4
Source: the OMol25 dataset
Level of theory: ωB97M-V/def2-TZVPD

```
! RIJCOSX wB97M-V def2-TZVPD def2/J DEFGRID3
* xyz 0 1
C -5.84 -0.72 -0.13
C -4.43 -0.85 -0.62
O -4.07 -1.81 -1.30
C -3.50 0.19 -0.26
C -3.55 1.35 0.52
C -4.69 1.95 1.26
N -2.35 1.93 0.54
C -1.52 1.19 -0.20
C -0.12 1.47 -0.36
C 0.47 2.40 0.51
C 1.84 2.56 0.53
C 2.65 1.81 -0.33
O 4.00 1.87 -0.09
C 4.80 0.81 -0.56
C 4.18 -0.58 -0.30
O 4.39 -1.51 -1.05
N 3.40 -0.62 0.81
C 2.22 -1.37 0.96
C 1.25 -0.88 1.83
C 0.03 -1.51 1.93
C -0.24 -2.64 1.18
C 0.74 -3.14 0.34
C 1.97 -2.52 0.23
C 2.05 1.00 -1.29
C 0.69 0.82 -1.29
N -2.19 0.14 -0.70
O -1.69 -0.86 -1.49
H -6.42 -1.57 -0.50
H -6.28 0.20 -0.49
H -5.86 -0.71 0.96
H -5.07 1.26 2.02
H -5.51 2.20 0.59
H -4.34 2.86 1.75
H -0.16 2.94 1.19
H 2.31 3.24 1.23
H 5.00 0.89 -1.64
H 5.75 0.90 -0.03
H 3.42 0.21 1.39
H 1.44 0.02 2.40
H -0.73 -1.11 2.60
H -1.20 -3.13 1.25
H 0.54 -4.03 -0.25
H 2.72 -2.90 -0.44
H 2.65 0.46 -2.00
H 0.25 0.14 -2.00
H -2.47 -1.49 -1.61
*
```

Orbital gap ... 0.301 hartree
SMILES string ... CC(=O)c1c(C)nc(-c2ccc(OCC(=O)Nc3ccccc3)cc2)n1O
LUMO energy ... 0.2 eV
HOMO level ... -8.053 eV
Energy above the lowest of the compared OMol25 structures with the same formula, charge and spin ... 72.3 kcal/mol

***

No. 6
Formula: C20H19N3O5S
Source: the OMol25 dataset
Level of theory: ωB97M-V/def2-TZVPD

```
! RIJCOSX wB97M-V def2-TZVPD def2/J DEFGRID3
* xyz 0 1
N -0.18 -2.82 4.80
C -1.02 -2.00 5.38
O -2.02 -2.51 5.91
C -0.69 -0.50 5.41
C -0.17 0.27 4.40
C -0.11 1.73 4.67
C 0.39 2.89 4.01
O 1.23 2.96 2.92
C 1.00 2.15 1.84
C -0.22 2.09 1.24
C -0.39 1.13 0.21
C 0.71 0.42 -0.31
C 0.49 -0.70 -1.26
C -0.56 -0.72 -2.16
C -0.74 -1.78 -3.04
O -1.67 -1.74 -3.93
N 0.04 -2.96 -3.11
C 0.23 -4.02 -4.09
C 1.78 -4.10 -4.42
O 2.46 -4.24 -3.15
C 2.16 -2.85 -5.24
O 2.46 -1.93 -4.19
C 1.96 0.64 0.15
C 2.07 1.25 1.37
C 0.32 4.15 4.80
N -0.21 4.32 6.00
C -0.65 3.16 6.59
C -0.55 1.99 5.91
S -0.95 0.51 6.82
H -0.14 -3.85 4.93
H 0.67 -2.41 4.73
H -0.21 -0.14 3.39
H -1.07 2.67 1.64
H -1.43 1.17 -0.18
H 1.24 -1.43 -1.28
H -1.11 0.26 -2.23
H 0.68 -3.06 -2.29
H -0.33 -3.86 -5.04
H -0.15 -4.95 -3.61
H 2.02 -4.99 -4.94
H 3.34 -4.01 -3.31
H 1.28 -2.38 -5.74
H 3.06 -3.09 -5.91
H 1.72 -2.07 -3.51
H 2.80 0.15 -0.37
H 2.90 1.17 1.99
H 0.77 4.94 4.30
H -1.06 3.10 7.64
*
```

Orbital gap ... 0.290 hartree
SMILES string ... NC(=O)c1cc2c(Oc3ccc(/C=C/C(=O)NC[C@H](O)CO)cc3)cncc2s1
LUMO energy ... -0.6 eV
HOMO level ... -8.522 eV
Energy above the lowest of the compared OMol25 structures with the same formula, charge and spin ... 114.8 kcal/mol

***

No. 7
Formula: C20H19N3OS2
Source: the OMol25 dataset
Level of theory: ωB97M-V/def2-TZVPD

```
! RIJCOSX wB97M-V def2-TZVPD def2/J DEFGRID3
* xyz 0 1
C 1.66 -5.00 2.18
C 1.11 -4.08 1.14
C 1.23 -2.59 1.44
C 2.44 -1.86 1.25
C 2.49 -0.49 1.33
C 1.31 0.13 1.71
N 1.40 1.56 1.77
C 0.58 2.21 2.83
S -1.10 2.77 2.05
C -0.78 2.56 0.30
C -1.89 2.58 -0.57
C -3.22 2.65 0.00
N -4.32 2.69 0.29
C -1.75 2.30 -2.09
C -1.89 0.78 -2.59
C -2.82 0.24 -3.43
C -2.77 -1.14 -3.61
C -1.78 -1.72 -2.82
S -1.09 -0.52 -1.77
C -0.34 2.81 -2.57
C 0.80 2.51 -1.55
O 1.91 2.52 -1.94
N 0.54 2.46 -0.14
C 1.68 2.35 0.67
C 0.01 -0.48 1.83
C -0.01 -1.88 1.71
H 1.11 -5.90 2.13
H 2.68 -5.32 1.93
H 1.51 -4.65 3.15
H 0.07 -4.23 0.99
H 1.40 -4.27 0.12
H 3.42 -2.14 0.99
H 3.44 0.11 1.16
H 1.04 2.93 3.52
H 0.35 1.48 3.50
H -2.35 2.90 -2.71
H -3.42 0.93 -4.03
H -3.47 -1.74 -4.21
H -1.46 -2.75 -2.87
H -0.39 3.86 -2.59
H -0.06 2.35 -3.52
H 2.00 3.33 1.05
H 2.63 1.96 0.15
H -0.90 0.09 1.97
H -1.02 -2.33 1.84
*
```

Orbital gap ... 0.316 hartree
SMILES string ... CCc1ccc(N2CSC3=C(C#N)[C@H](c4cccs4)CC(=O)N3C2)cc1
LUMO energy ... 0.3 eV
HOMO level ... -8.273 eV
Energy above the lowest of the compared OMol25 structures with the same formula, charge and spin ... 80.0 kcal/mol

***

No. 8
Formula: C20H19N4NaO5P2
Source: the OMol25 dataset
Level of theory: ωB97M-V/def2-TZVPD

```
! RIJCOSX wB97M-V def2-TZVPD def2/J DEFGRID3
* xyz -2 1
Na -0.42 1.16 -0.44
C -0.72 1.27 3.82
P -0.15 0.22 2.42
C 1.49 -0.31 3.03
C -1.12 -1.33 2.75
C -1.31 -1.77 4.06
C -2.02 -2.92 4.35
C -2.55 -3.68 3.32
C -2.35 -3.26 2.01
C -1.64 -2.10 1.70
P -1.38 -1.59 -0.06
C -0.53 -3.07 -0.71
C -3.07 -1.82 -0.75
H -0.48 0.88 4.81
H -1.80 1.41 3.74
H -0.26 2.25 3.71
H 1.45 -0.80 4.01
H 2.13 0.58 3.11
H 1.95 -0.97 2.29
H -0.90 -1.19 4.88
H -2.15 -3.22 5.38
H -3.10 -4.58 3.53
H -2.76 -3.86 1.20
H -1.08 -4.00 -0.52
H 0.47 -3.12 -0.28
H -0.40 -2.93 -1.78
H -3.46 -2.84 -0.64
H -3.01 -1.58 -1.81
H -3.74 -1.11 -0.27
O 3.17 -1.03 -6.26
C 1.93 -1.05 -6.38
O 1.23 -1.31 -7.39
C 1.13 -0.70 -5.10
C -0.26 -0.58 -5.14
C -0.94 -0.28 -3.98
N -0.36 -0.11 -2.79
C 0.98 -0.22 -2.75
C 1.74 -0.51 -3.88
C 1.61 0.03 -1.39
O 1.97 -0.97 -0.73
O 1.64 1.24 -1.02
H -0.77 -0.72 -6.09
H -2.03 -0.18 -3.99
H 2.82 -0.60 -3.81
O -2.66 1.43 0.68
N -3.78 1.98 0.76
C -3.81 3.31 0.59
C -2.62 4.06 0.34
N -1.65 4.64 0.14
C -5.06 3.96 0.71
N -6.07 4.51 0.80
*
```

Orbital gap ... 0.252 hartree
LUMO energy ... 3.8 eV
HOMO level ... -3.028 eV
Energy above the lowest of the compared OMol25 structures with the same formula, charge and spin ... 0.7 kcal/mol

***

E, record by record: -1602.52378, -1957.02399, -2849.09729, -1267.20943, -1238.74744, -1712.05179, -1809.30195, -2213.88748 Eh